(1)
Computed, not measured: a cluster of 2 separate species, C3H4O3 in total, with ωB97M-V/def2-TZVPD.

Last column: natural (NBO) charge in e.
Cartesian coordinates (Å):
O: -0.4020 -1.5394 0.3934  -0.599
O: -2.7799 0.6610 -0.4037  -0.520
O: 2.2580 0.0325 -0.6992  -0.625
C: 1.5075 0.7335 0.0764  0.110
C: -0.6767 -0.6183 -0.4093  0.230
C: -1.6394 0.4010 0.0068  0.220
H: 1.9553 -0.8785 -0.9386  0.503
H: 1.9302 1.6866 0.1675  0.082
H: -1.1025 -1.5600 1.1047  0.463
H: -1.0504 1.0815 0.7019  0.138

Results
HOMO (eV): -8.10
HOMO-LUMO gap (eV): 7.85
Net charge: 0
Spin multiplicity: 1
Calculated total energy (eV): -9311.25718
Relative energy (zero: lowest compared OMol25 entry of this formula, charge and spin) (kcal per mole): 171.7



(2)
Computed, not measured: a cluster of 2 separate species, C3H4O3P in total, with ωB97M-V/def2-TZVPD.

Last column: natural (NBO) charge in e.
Cartesian coordinates (Å):
P: 0.6524 -0.2800 -1.3617  2.133
O: 0.3857 -1.1199 -2.5174  -1.103
O: 0.2609 -1.0327 2.2891  -0.663
O: 1.7558 0.6558 -1.2531  -1.101
C: 1.1281 -1.3502 1.4810  0.035
C: -0.9766 0.3395 -0.6939  -0.580
C: -1.1632 1.2696 0.2443  -0.360
H: -0.2134 1.8267 0.5534  0.219
H: -2.1335 1.6693 0.4087  0.187
H: 2.0913 -1.7253 2.0710  0.019
H: -1.7875 -0.2528 -1.2214  0.215

Results
HOMO (spin up / spin down) (eV): -2.54 / -2.53
HOMO-LUMO gap (spin up / spin down) (eV): 6.49 / 6.48
Net charge: -1
Spin multiplicity: 1
Calculated total energy (eV): -18606.40498
Relative energy (zero: lowest compared OMol25 entry of this formula, charge and spin) (kcal per mole): 82.1



(3)
Computed, not measured: a structure of composition C3H4O3Pr, with ωB97M-V/def2-TZVPD.

Last column: Löwdin charge in e.
Cartesian coordinates (Å):
Pr: 0.4848 2.7375 0.7693  1.414
O: -1.7371 2.5699 -0.0063  -0.263
O: -0.9478 0.8387 1.0878  -0.270
O: -3.1267 0.8808 0.5207  0.002
C: 1.7315 -1.0660 -0.7783  -0.102
C: -1.9989 1.4081 0.5338  -0.928
C: 0.6819 -1.6445 -0.1513  -0.056
H: 2.7242 -1.0675 -0.3222  0.037
H: -0.2650 -1.8129 -0.6697  0.065
H: 0.7961 -2.0812 0.8431  0.058
H: 1.6570 -0.7629 -1.8270  0.043

Results
HOMO (spin up / spin down) (eV): -7.24 / -7.76
HOMO-LUMO gap (spin up / spin down) (eV): 5.78 / 6.15
Net charge: 0
Spin multiplicity: 4
Calculated total energy (eV): -23384.90402
Relative energy (zero: lowest compared OMol25 entry of this formula, charge and spin) (kcal per mole): 0.0



(4)
Computed, not measured: a structure of composition C3H4O3Pt, with ωB97M-V/def2-TZVPD.

Last column: natural (NBO) charge in e.
Cartesian coordinates (Å):
Pt: 1.0579 -1.0075 1.3158  0.674
O: -0.2969 0.6629 -0.3695  -0.536
O: 0.6944 0.2587 -2.2962  -0.600
O: 1.5368 -0.6554 -0.4431  -0.756
C: 0.6977 0.0684 -1.0867  0.953
C: -1.5777 -0.0594 1.5482  -0.617
C: -0.3479 0.5424 1.0553  -0.011
H: -1.9108 0.3707 2.5006  0.246
H: -2.3017 -0.3329 0.7665  0.260
H: -1.1229 -1.2821 1.9299  0.178
H: 0.0067 1.4490 1.5614  0.209

Results
HOMO (spin up / spin down) (eV): -7.66 / -9.83
HOMO-LUMO gap (spin up / spin down) (eV): 6.26 / 7.38
Net charge: 0
Spin multiplicity: 3
Calculated total energy (eV): -12559.66650
Relative energy (zero: lowest compared OMol25 entry of this formula, charge and spin) (kcal per mole): 3.9



(5)
Computed, not measured: an isolated molecule of C3H4O3S, with ωB97M-V/def2-TZVPD.

Last column: natural (NBO) charge in e.
Cartesian coordinates (Å):
S: 3.0296 -0.2802 0.2313  0.030
O: 0.3048 -1.2527 -0.5722  -0.573
O: 1.7281 1.8734 -0.3540  -0.481
O: -0.6555 0.6203 0.2264  -0.472
C: 1.6205 0.6807 -0.1900  0.313
C: 0.3528 -0.1098 -0.1809  0.689
C: -1.9974 0.0939 0.2068  -0.278
H: -2.0541 -0.7597 -0.4865  0.212
H: -2.6846 0.8845 -0.2172  0.208
H: -2.3210 -0.2302 1.2371  0.204
H: 2.6768 -1.5203 0.0992  0.149

Results
HOMO (eV): -10.28
HOMO-LUMO gap (eV): 10.13
SMILES string: COC(=O)C(=O)S
Net charge: 0
Spin multiplicity: 1
Calculated total energy (eV): -20152.89869
Relative energy (zero: lowest compared OMol25 entry of this formula, charge and spin) (kcal per mole): 34.0



(6)
Computed, not measured: a structure of composition C3H4O3Tl, with ωB97M-V/def2-TZVPD.

Last column: Löwdin charge in e.
Cartesian coordinates (Å):
Tl: 0.4957 -1.2014 0.2250  1.342
O: -0.3953 -1.2833 2.1034  0.063
O: 1.1280 0.6100 0.2218  -0.344
O: -0.8537 0.0611 3.9328  0.341
C: -0.5280 -0.5073 2.9833  -0.272
C: -0.2333 -0.4064 -1.5525  -0.170
C: 0.4934 0.8558 -1.0424  -0.378
H: 1.2641 1.1860 -1.7672  0.128
H: -1.3180 -0.2505 -1.6664  0.080
H: 0.1636 -0.7628 -2.5161  0.077
H: -0.2165 1.6987 -0.9216  0.132

Results
HOMO (eV): -14.62
HOMO-LUMO gap (eV): 8.06
Net charge: +1
Spin multiplicity: 1
Calculated total energy (eV): -14000.32671
Relative energy (zero: lowest compared OMol25 entry of this formula, charge and spin) (kcal per mole): 92.9



(7)
Computed, not measured: a structure of composition C3H4O4Tl, with ωB97M-V/def2-TZVPD.

Last column: Löwdin charge in e.
Cartesian coordinates (Å):
Tl: -1.3943 -0.0560 4.5144  1.222
O: 2.5963 -0.1339 4.4924  0.006
O: 4.2159 -4.3255 4.6897  0.022
O: 0.7399 0.9948 4.6672  -0.121
O: 0.6893 -1.1714 4.2243  -0.112
C: 6.3510 -3.3516 4.2026  -0.068
C: 4.8781 -3.3415 4.4472  -0.324
C: 1.3063 -0.1024 4.4443  -0.989
H: 6.5487 -2.9289 3.2053  0.081
H: 6.7654 -4.3638 4.2785  0.080
H: 6.8369 -2.6812 4.9284  0.081
H: 4.3705 -2.3235 4.4039  0.122

Results
HOMO (spin up / spin down) (eV): -9.14 / -8.77
HOMO-LUMO gap (spin up / spin down) (eV): 7.95 / 4.04
Net charge: 0
Spin multiplicity: 2
Calculated total energy (eV): -16055.86860
Relative energy (zero: lowest compared OMol25 entry of this formula, charge and spin) (kcal per mole): 32.6



(8)
Computed, not measured: a structure of composition C3H4O4Zn, with ωB97M-V/def2-TZVPD.

Last column: natural (NBO) charge in e.
Cartesian coordinates (Å):
Zn: 3.4492 0.9044 0.7587  1.859
O: 0.4239 0.7415 -0.6431  -0.443
O: -0.4264 0.4690 1.4119  -0.425
O: 0.3302 -1.7084 -0.7478  -0.826
O: 1.9922 -0.0072 0.7579  -0.939
C: -0.9824 0.5643 -0.7282  -0.200
C: -1.4167 0.7714 0.5970  0.305
C: 0.8312 -0.0260 0.3466  1.049
H: -2.4490 0.6652 0.9409  0.276
H: -1.4105 1.0798 -1.5855  0.290
H: -0.7022 -1.0815 -1.0591  0.530
H: 0.3605 -2.3724 -0.0493  0.525

Results
HOMO (spin up / spin down) (eV): -17.81 / -17.81
HOMO-LUMO gap (spin up / spin down) (eV): 4.25 / 4.25
Net charge: +2
Spin multiplicity: 1
Calculated total energy (eV): -59757.36557
Relative energy (zero: lowest compared OMol25 entry of this formula, charge and spin) (kcal per mole): 54.4



(9)
Computed, not measured: a structure of composition C3H4O5Yb, with ωB97M-V/def2-TZVPD.

Last column: natural (NBO) charge in e.
Cartesian coordinates (Å):
Yb: -1.9192 1.4042 2.8485  0.983
O: -1.8416 -0.4463 1.1489  -0.923
O: 1.8503 0.2410 -0.4356  -0.520
O: -0.0236 1.8953 1.6832  -1.114
O: -1.4913 0.4448 -0.8347  -0.724
O: -0.5758 -1.5215 -0.2914  -0.531
C: 1.6027 -0.8211 -1.1430  0.183
C: -1.4642 -0.5341 -0.0647  0.962
C: 0.4192 -1.4765 -1.2742  0.251
H: 0.5692 2.6473 1.7226  0.506
H: 0.1191 -1.9341 -2.2168  0.193
H: 2.3247 -1.0687 -1.9486  0.151
H: 0.4304 1.1697 0.8056  0.584

Results
HOMO (spin up / spin down) (eV): -5.49 / -8.39
HOMO-LUMO gap (spin up / spin down) (eV): 5.66 / 6.42
Net charge: 0
Spin multiplicity: 3
Calculated total energy (eV): -44938.97509



(10)
Computed, not measured: an isolated molecule of C3H4OP2, with ωB97M-V/def2-TZVPD.

Last column: natural (NBO) charge in e.
Cartesian coordinates (Å):
P: 0.3865 1.0674 1.4604  0.488
P: -0.1836 2.0588 -0.2659  0.283
O: -0.5804 -1.8531 -1.0820  -0.706
C: -0.3193 -0.6632 -0.5449  0.414
C: 0.9954 -0.5245 1.3677  -0.673
C: -0.5035 0.5444 -1.0503  -0.809
H: 0.9538 -1.4505 1.9331  0.226
H: -1.0080 0.7481 -2.1128  0.246
H: -0.8736 -1.9706 -1.9665  0.498
H: 1.1326 2.0431 2.2611  0.032

Results
HOMO (spin up / spin down) (eV): -7.37 / -7.41
HOMO-LUMO gap (spin up / spin down) (eV): 6.82 / 6.73
Net charge: 0
Spin multiplicity: 1
Calculated total energy (eV): -23794.27442
Relative energy (zero: lowest compared OMol25 entry of this formula, charge and spin) (kcal per mole): 115.2



(11)
Computed, not measured: an isolated molecule of C3H4OS, with ωB97M-V/def2-TZVPD.

Last column: natural (NBO) charge in e.
Cartesian coordinates (Å):
S: 1.2159 1.3814 0.3162  0.953
O: 0.6382 2.1948 1.3952  -0.796
C: -0.5240 -0.6345 -0.4397  -0.333
C: 0.5319 -0.3670 0.5751  -0.617
C: -0.8582 0.2041 -1.3741  -0.084
H: 0.1584 -0.4353 1.5974  0.244
H: -1.0073 -1.6181 -0.3467  0.216
H: 1.3706 -1.0562 0.4676  0.228
H: -1.5255 0.3307 -2.1912  0.189

Results
HOMO (spin up / spin down) (eV): -8.74 / -9.03
HOMO-LUMO gap (spin up / spin down) (eV): 8.42 / 8.38
Net charge: 0
Spin multiplicity: 1
Calculated total energy (eV): -16054.23545
Relative energy (zero: lowest compared OMol25 entry of this formula, charge and spin) (kcal per mole): 89.3



(12)
Computed, not measured: a structure of composition C3H4OS, with ωB97M-V/def2-TZVPD.

Last column: natural (NBO) charge in e.
Cartesian coordinates (Å):
S: -2.4687 0.6123 -0.5383  0.448
O: -3.7631 -1.0577 0.2392  -0.585
C: -0.6895 0.2555 0.1488  0.075
C: 0.5056 -0.2393 -0.5291  -0.662
C: -1.4251 1.0410 0.8911  -0.281
H: 0.1955 -0.1571 -1.4993  0.249
H: 1.3139 0.4989 -0.1870  0.246
H: 0.7705 -1.2227 -0.3553  0.253
H: -1.4651 1.7703 1.6699  0.258

Results
HOMO (spin up / spin down) (eV): -8.64 / -8.63
HOMO-LUMO gap (spin up / spin down) (eV): 8.49 / 8.47
Net charge: 0
Spin multiplicity: 1
Calculated total energy (eV): -16051.34912
Relative energy (zero: lowest compared OMol25 entry of this formula, charge and spin) (kcal per mole): 155.9



Which formula does entry 4 have? C3H4O3Pt